1.
C5H9NO | the ωB97M-V functional and the def2-TZVPD basis

energy: -325.9038 Ha
F_max: 1.00 eV/Å
frontier orbital gap: 0.4259 Eh
SMILES: C[C@@H](O)[C@@H](C)C#N
energy relative to the best compared isomer or geometry (same formula, charge and spin): 88.6 kJ/mol
total charge: 0

Geometry as XYZ:
```
16
Properties=species:S:1:pos:R:3:mulliken_charge:R:1
C 1.47 -0.53 0.40 -1.437
C 0.12 -0.05 0.95 0.119
O 0.19 1.27 1.45 -0.549
C -0.99 -0.01 -0.12 0.501
C -0.65 0.87 -1.32 -1.400
C -1.32 -1.38 -0.55 0.030
N -1.55 -2.46 -0.89 -0.464
H 1.37 -1.49 -0.12 0.371
H 2.18 -0.66 1.21 0.425
H 1.88 0.21 -0.30 0.358
H -0.20 -0.74 1.74 0.328
H 0.98 1.34 2.00 0.334
H -1.88 0.39 0.38 0.317
H -1.51 0.97 -1.98 0.400
H 0.18 0.45 -1.89 0.343
H -0.37 1.86 -0.96 0.326
```

---

2.
C43H51BBrF17O11P2 | the ωB97M-V functional and the def2-TZVPD basis

energy: -7476.2097 Ha
F_max: 2.01 eV/Å
frontier orbital gap: 0.2479 Eh
SMILES: CCCCCCCc1cc(COC(C)=O)c(COC(C)=O)c2c1C(=O)c1c(F)c(P(CC)CC)c(P(O)Br)c(B(O)OCC)c1C2=O.FC(F)C(F)(F)COC(F)(F)C(F)F.FC(F)C(F)(F)COC(F)(F)C(F)F
total charge: 0

Geometry as XYZ:
```
126
Properties=species:S:1:pos:R:3:mulliken_charge:R:1
C -2.08 3.02 3.57 -1.210
C -2.14 4.29 2.69 -0.424
C -3.42 4.39 1.84 -0.870
C -3.07 4.18 0.35 -0.293
C -4.26 4.46 -0.58 -0.668
C -3.88 4.96 -1.96 -1.052
C -3.09 3.98 -2.85 -1.163
C -3.76 2.64 -2.99 0.425
C -5.05 2.61 -3.51 -0.392
C -5.76 1.43 -3.69 0.103
C -7.15 1.56 -4.29 -1.258
O -7.14 2.58 -5.33 -0.456
C -6.40 2.22 -6.40 0.934
C -5.40 3.23 -6.87 -1.057
O -6.53 1.18 -6.95 -0.546
C -5.22 0.19 -3.30 0.696
C -5.99 -1.10 -3.47 -1.019
O -6.58 -1.57 -2.25 -0.229
C -7.87 -1.29 -2.07 0.798
C -8.45 -2.04 -0.92 -1.239
O -8.49 -0.51 -2.72 -0.537
C -3.91 0.20 -2.77 0.964
C -3.19 1.41 -2.63 0.765
C -1.80 1.30 -2.11 -0.690
O -1.26 2.12 -1.43 -0.533
C -1.08 0.05 -2.49 0.425
C 0.29 0.06 -2.75 0.467
F 0.94 1.23 -2.72 -0.499
C 0.97 -1.10 -3.08 0.455
P 2.79 -1.06 -3.39 -0.227
C 3.03 -0.55 -5.13 -0.657
C 2.42 0.81 -5.53 -1.071
C 3.59 0.17 -2.30 -0.132
C 5.13 0.05 -2.37 -1.102
C 0.28 -2.32 -3.17 -0.322
P 1.37 -3.75 -3.58 -0.061
O 0.38 -5.05 -3.62 -0.385
Br 2.27 -4.09 -1.53 -0.191
C -1.10 -2.35 -2.93 0.247
B -1.94 -3.70 -3.08 0.978
O -2.48 -4.28 -1.97 -0.642
O -2.10 -4.28 -4.33 -0.638
C -3.40 -4.11 -4.91 -0.270
C -3.47 -2.80 -5.69 -0.939
C -1.77 -1.16 -2.58 0.276
C -3.24 -1.07 -2.31 -0.863
O -3.89 -1.91 -1.76 -0.526
H -2.26 3.25 4.62 0.323
H -2.79 2.26 3.26 0.350
H -1.09 2.57 3.53 0.287
H -1.27 4.27 2.04 0.299
H -2.04 5.14 3.35 0.401
H -4.04 3.54 2.12 0.299
H -3.93 5.34 1.98 0.431
H -2.20 4.79 0.12 0.441
H -2.81 3.13 0.26 -0.084
H -4.87 3.56 -0.63 0.227
H -4.87 5.23 -0.12 0.631
H -4.81 5.20 -2.48 0.436
H -3.34 5.90 -1.89 0.546
H -2.07 3.92 -2.51 0.437
H -3.06 4.42 -3.85 0.430
H -5.51 3.54 -3.80 0.730
H -7.87 1.92 -3.56 0.315
H -7.48 0.65 -4.76 0.492
H -5.58 4.19 -6.39 0.321
H -4.40 2.88 -6.65 0.199
H -5.48 3.37 -7.94 0.400
H -5.28 -1.86 -3.76 -0.405
H -6.71 -1.03 -4.27 0.852
H -9.53 -2.00 -0.96 0.361
H -8.14 -1.54 0.00 0.287
H -8.09 -3.06 -0.86 0.319
H 4.09 -0.59 -5.37 0.507
H 2.56 -1.32 -5.74 0.374
H 2.83 1.12 -6.49 0.419
H 1.35 0.67 -5.67 0.247
H 2.61 1.57 -4.79 0.219
H 3.31 1.17 -2.62 0.209
H 3.20 0.02 -1.30 0.432
H 5.52 -0.03 -1.37 0.156
H 5.46 -0.78 -2.98 0.348
H 5.53 0.97 -2.77 0.344
H 0.39 -5.52 -2.78 0.273
H -3.42 -4.45 -2.05 0.320
H -4.16 -4.13 -4.13 0.191
H -3.62 -4.94 -5.57 0.375
H -4.09 -2.90 -6.58 0.383
H -2.47 -2.57 -6.03 0.357
H -3.82 -1.98 -5.06 0.167
C 7.01 -0.56 3.53 -0.849
C 7.57 -1.59 4.52 1.006
C 8.40 -2.74 3.95 0.033
F 7.67 -3.51 3.13 -0.212
F 8.83 -3.52 4.98 -0.263
F 6.56 -2.08 5.27 -0.272
F 8.40 -0.91 5.36 -0.322
O 5.66 -0.70 3.14 -0.360
C 5.30 -1.47 2.07 0.750
C 4.36 -2.60 2.50 0.202
F 4.96 -3.41 3.39 -0.215
F 4.02 -3.33 1.42 -0.249
F 6.36 -1.94 1.39 -0.289
F 4.60 -0.68 1.22 -0.306
H 7.03 0.39 4.07 0.429
H 7.67 -0.42 2.67 0.323
H 9.28 -2.36 3.42 0.302
H 3.45 -2.19 2.95 0.250
C 6.97 -1.72 10.66 -0.749
C 7.53 -0.30 10.45 0.955
C 6.71 0.87 10.97 0.044
F 5.51 0.95 10.35 -0.212
F 7.38 2.02 10.73 -0.269
F 7.82 -0.12 9.14 -0.251
F 8.71 -0.26 11.13 -0.338
O 6.32 -2.33 9.56 -0.374
C 4.97 -2.16 9.34 0.762
C 4.72 -1.49 7.99 0.535
F 5.28 -0.27 7.95 -0.220
F 3.38 -1.35 7.81 -0.294
F 4.38 -1.49 10.35 -0.294
F 4.42 -3.39 9.29 -0.308
H 7.85 -2.34 10.81 0.389
H 6.39 -1.79 11.57 0.335
H 6.55 0.78 12.05 0.285
H 5.13 -2.10 7.18 0.028
```

---

3.
C3H2N2 | the ωB97M-V functional and the def2-TZVPD basis

energy: -224.8194 Ha
F_max: 2.79 eV/Å
frontier orbital gap (alpha / beta): 0.3117 / 0.2499 Eh
energy relative to the best compared isomer or geometry (same formula, charge and spin): 466.7 kJ/mol
total charge: 0

Geometry as XYZ:
```
7
Properties=species:S:1:pos:R:3:mulliken_charge:R:1
C 0.15 -0.84 -1.23 0.438
C 0.11 0.17 1.44 -0.409
C -0.24 0.92 0.45 0.089
N 0.35 -1.76 -1.95 -0.428
N -0.19 0.26 -0.75 -0.320
H 0.19 -0.85 1.66 0.336
H -0.36 2.10 0.38 0.294
```

---

4.
C2H8O3PS | the ωB97M-V functional and the def2-TZVPD basis

energy: -1045.9492 Ha
F_max: 4.91 eV/Å
frontier orbital gap (alpha / beta): 0.2387 / 0.2504 Eh
energy relative to the best compared isomer or geometry (same formula, charge and spin): 291.2 kJ/mol
total charge: +1

Geometry as XYZ:
```
15
Properties=species:S:1:pos:R:3:mulliken_charge:R:1
C 2.00 -2.26 -0.64 -0.637
C -2.77 2.27 -0.06 -0.727
O 0.85 -0.60 1.77 -0.502
O 0.83 1.25 -0.06 -0.441
O 1.19 -1.12 -0.78 -0.270
P 0.32 -0.24 0.29 0.765
S -2.58 0.51 -0.44 0.176
H 1.32 -3.12 -0.30 0.297
H 2.82 -2.25 -0.04 0.355
H 2.38 -2.45 -1.68 0.252
H -3.14 2.50 0.96 0.330
H -3.66 2.49 -0.76 0.335
H -1.94 2.84 -0.53 0.324
H 0.71 -1.52 2.03 0.374
H 1.66 1.72 0.24 0.370
```